The following is a quantum chemistry calculation of an isolated molecule of C4H9NO, from the OMol25 dataset.

Summary:
Gap between HOMO and LUMO   10.5 eV
E_LUMO   0.91 eV
Relative energy (zero: lowest compared OMol25 entry of this formula, charge and spin)   4.6 kcal/mol
Highest occupied orbital energy   -9.63 eV

Last column: Löwdin charge in e.
Atoms and positions in Å:
1 C 1.49 -0.94 1.48  -0.093
2 C 0.58 0.25 1.21  -0.244
3 N 0.17 0.33 -0.18  0.035
4 C -1.15 0.30 -0.55  -0.543
5 O -2.06 0.17 0.24  0.035
6 C -1.39 0.44 -2.04  -0.006
7 H 1.83 -0.94 2.53  0.072
8 H 2.39 -0.92 0.85  0.068
9 H 0.97 -1.88 1.29  0.076
10 H -0.34 0.18 1.80  0.112
11 H 1.09 1.18 1.49  0.115
12 H 0.87 0.44 -0.89  0.132
13 H -0.51 0.73 -2.61  0.070
14 H -2.18 1.19 -2.19  0.085
15 H -1.77 -0.51 -2.43  0.086


The following is a quantum chemistry calculation of an isolated molecule of C4H9NO in a non-equilibrium geometry, from the OMol25 dataset.

Summary:
Gap between HOMO and LUMO (spin up / spin down)   6.6 / 8.3 eV
E_LUMO (spin up / spin down)   -1.29 / -0.57 eV
Relative energy (zero: lowest compared OMol25 entry of this formula, charge and spin)   128.8 kcal/mol
Highest occupied orbital energy (spin up / spin down)   -7.89 / -8.87 eV

Last column: Löwdin charge in e.
Atoms and positions in Å:
1 C -1.07 0.07 0.86  0.127
2 C -0.26 -0.47 -0.25  -0.460
3 C -0.91 -0.51 -1.62  -0.045
4 N 0.61 0.66 -0.05  0.002
5 C 1.53 0.45 1.13  -0.508
6 O 2.47 -0.37 0.90  -0.060
7 H -1.67 0.94 0.65  0.085
8 H 0.67 0.13 1.88  0.124
9 H -1.24 -0.45 1.80  0.071
10 H 0.26 -1.41 -0.01  0.151
11 H -0.14 -0.68 -2.38  0.085
12 H -1.41 0.44 -1.84  0.083
13 H -1.64 -1.32 -1.68  0.083
14 H 1.03 1.05 -0.90  0.138
15 H 1.77 1.48 1.49  0.123


The following is a quantum chemistry calculation of an isolated molecule of C4H9NO in a non-equilibrium geometry, from the OMol25 dataset.

Summary:
Gap between HOMO and LUMO   10.1 eV
E_LUMO   0.89 eV
Relative energy (zero: lowest compared OMol25 entry of this formula, charge and spin)   20.0 kcal/mol
Highest occupied orbital energy   -9.23 eV

Last column: Löwdin charge in e.
Atoms and positions in Å:
1 C 0.44 1.22 -1.39  -0.015
2 C 0.50 0.65 -0.01  -0.504
3 N -0.50 -0.31 0.30  -0.163
4 C -1.44 -0.72 -0.74  -0.093
5 C -0.06 -1.46 1.09  -0.065
6 O 1.28 0.97 0.84  0.078
7 H -0.44 1.84 -1.56  0.086
8 H 0.42 0.42 -2.12  0.082
9 H 1.30 1.84 -1.63  0.088
10 H -1.73 0.11 -1.39  0.074
11 H -1.06 -1.56 -1.33  0.092
12 H -2.35 -1.07 -0.24  0.087
13 H 0.51 -2.22 0.56  0.088
14 H -0.97 -1.92 1.48  0.084
15 H 0.52 -1.09 1.94  0.082


The following is a quantum chemistry calculation of an isolated molecule of C4H9NO, from the OMol25 dataset.

Summary:
Gap between HOMO and LUMO (spin up / spin down)   7.4 / 7.4 eV
E_LUMO (spin up / spin down)   -0.28 / -0.28 eV
Relative energy (zero: lowest compared OMol25 entry of this formula, charge and spin)   101.3 kcal/mol
Highest occupied orbital energy (spin up / spin down)   -7.69 / -7.69 eV

Last column: Löwdin charge in e.
Atoms and positions in Å:
1 C -1.43 -0.91 0.40  -0.019
2 N -0.58 -0.03 -0.38  -0.246
3 C -0.76 1.27 -0.37  0.071
4 C 0.74 -0.45 -0.72  -0.125
5 C 1.65 0.23 0.47  -0.497
6 O 2.89 0.13 0.29  -0.126
7 H -2.10 -1.46 -0.26  0.098
8 H -2.02 -0.33 1.12  0.094
9 H -0.81 -1.62 0.95  0.098
10 H -1.61 1.69 0.16  0.098
11 H 1.11 1.29 0.37  0.102
12 H -0.22 1.89 -1.08  0.098
13 H 1.09 -0.01 -1.66  0.124
14 H 0.84 -1.54 -0.72  0.124
15 H 1.20 -0.16 1.44  0.107


The following is a quantum chemistry calculation of an isolated molecule of C4H9NO, from the OMol25 dataset.

Summary:
Gap between HOMO and LUMO   10.7 eV
E_LUMO   1.12 eV
Relative energy (zero: lowest compared OMol25 entry of this formula, charge and spin)   45.4 kcal/mol
Highest occupied orbital energy   -9.60 eV

Last column: Löwdin charge in e.
Atoms and positions in Å:
1 C -2.28 0.44 -1.27  -0.077
2 C -0.87 0.02 -0.98  -0.237
3 N -0.10 0.68 -0.22  0.064
4 C 1.29 0.26 -0.23  -0.305
5 O 1.92 0.36 1.01  -0.173
6 C 1.40 -0.50 2.00  -0.113
7 H -2.71 0.99 -0.43  0.076
8 H -2.28 1.10 -2.14  0.079
9 H -2.91 -0.43 -1.51  0.069
10 H 1.39 -0.77 -0.63  0.118
11 H -0.51 -0.87 -1.52  0.115
12 H 1.83 0.94 -0.89  0.129
13 H 2.24 -0.87 2.60  0.085
14 H 0.89 -1.37 1.56  0.085
15 H 0.70 0.03 2.65  0.086


The following is a quantum chemistry calculation of an isolated molecule of C4H9NO in a non-equilibrium geometry, from the OMol25 dataset.

Summary:
Gap between HOMO and LUMO   10.0 eV
E_LUMO   0.88 eV
Relative energy (zero: lowest compared OMol25 entry of this formula, charge and spin)   36.0 kcal/mol
Highest occupied orbital energy   -9.16 eV

Last column: Löwdin charge in e.
Atoms and positions in Å:
1 C -1.71 0.51 0.32  -0.109
2 C -0.80 -0.34 -0.57  -0.276
3 C 0.21 -1.17 0.19  -0.116
4 N 1.51 -0.27 0.49  0.047
5 C 1.81 0.77 -0.33  -0.365
6 O 1.39 0.89 -1.47  -0.021
7 H -2.26 1.26 -0.27  0.069
8 H -2.45 -0.05 0.91  0.068
9 H -1.09 1.06 1.04  0.068
10 H -0.06 0.28 -1.15  0.056
11 H -1.31 -0.84 -1.40  0.113
12 H 0.53 -2.03 -0.42  0.108
13 H -0.10 -1.51 1.18  0.106
14 H 1.90 -0.14 1.43  0.120
15 H 2.44 1.59 0.07  0.132


The following is a quantum chemistry calculation of an isolated molecule of C4H9NO in a non-equilibrium geometry, from the OMol25 dataset.

Summary:
Gap between HOMO and LUMO   10.0 eV
E_LUMO   0.99 eV
Relative energy (zero: lowest compared OMol25 entry of this formula, charge and spin)   53.5 kcal/mol
Highest occupied orbital energy   -8.98 eV

Last column: Löwdin charge in e.
Atoms and positions in Å:
1 C -0.87 0.05 0.14  -0.374
2 C 0.83 -1.42 -0.95  -0.076
3 C -0.94 0.82 1.45  -0.076
4 C 0.80 -0.13 -0.31  -0.395
5 O -1.47 0.72 -0.93  -0.044
6 N 1.56 0.81 -0.07  0.151
7 H -1.07 1.59 -1.00  0.096
8 H -1.39 -0.91 0.22  0.129
9 H 2.53 0.69 -0.35  0.060
10 H 0.16 -1.49 -1.80  0.080
11 H 0.76 -2.25 -0.25  0.079
12 H 1.99 -1.51 -1.47  0.147
13 H -0.38 1.74 1.38  0.067
14 H -0.53 0.22 2.26  0.078
15 H -1.98 1.06 1.68  0.078


The following is a quantum chemistry calculation of the ion C4H9NO with charge +1 in a non-equilibrium geometry, from the OMol25 dataset.

Summary:
Gap between HOMO and LUMO (spin up / spin down)   11.2 / 6.3 eV
E_LUMO (spin up / spin down)   -3.69 / -8.40 eV
Spin multiplicity   2
Relative energy (zero: lowest compared OMol25 entry of this formula, charge and spin)   58.7 kcal/mol
Net charge   +1
<S²>   0.755
Highest occupied orbital energy (spin up / spin down)   -14.88 / -14.73 eV

Last column: Löwdin charge in e.
Atoms and positions in Å:
1 C 0.77 -1.19 -0.46  -0.027
2 N 0.41 0.07 0.16  -0.092
3 C 0.72 0.41 1.53  -0.012
4 C -1.03 0.22 -0.09  -0.089
5 C -1.15 0.87 -1.56  -0.189
6 O -2.09 1.56 -1.72  0.139
7 H 0.59 -2.10 0.06  0.117
8 H 0.26 -1.29 -1.42  0.099
9 H 1.87 -1.32 -0.69  0.144
10 H 1.69 0.07 1.87  0.100
11 H -0.03 0.06 2.28  0.136
12 H 0.96 1.53 1.58  0.157
13 H -1.33 1.07 0.60  0.153
14 H -1.55 -0.76 0.06  0.171
15 H -0.09 0.81 -2.21  0.192


| no. | total energy (eV) |
| --- | --- |
| 1 | -7832.1207 |
| 2 | -7826.7328 |
| 3 | -7831.4538 |
| 4 | -7827.9282 |
| 5 | -7830.3513 |
| 6 | -7830.7605 |
| 7 | -7830.0018 |
| 8 | -7820.7492 |